Here is a cluster of 2 separate species, C5H11O3 in total in a non-equilibrium geometry from the Open Molecules 2025 dataset. Energies are from wB97M-V/def2-TZVPD.

The calculation puts the frontier orbital gap at 8.487 eV. The calculation puts the total energy at -422.89705 Eh. Its largest force on an atom is 1.97 eV/A.

```
! RIJCOSX wB97M-V def2-TZVPD def2/J DEFGRID3
* xyz -1 1
H -1.9111 0.7590 1.6074
O -0.5222 -1.6541 -0.1892
C 1.6956 1.1093 -1.0309
H 0.4012 -1.9516 2.2506
H 0.6327 -0.3340 1.7822
C 1.2814 1.0164 -2.5412
O 1.9402 2.2431 -0.5974
O 1.5772 0.0371 -0.3675
H -0.8399 0.8800 0.3341
H -1.9350 -1.8690 1.1344
C -0.1531 -1.0324 2.0904
H 1.7137 1.8910 -3.0206
C -1.7078 0.2806 0.6348
H -2.4913 0.3920 -0.1037
H 0.1906 1.0225 -2.5593
H -0.5042 -0.6815 3.0700
H 1.6023 0.0531 -2.9317
C -1.1696 -1.1052 0.9701
H 0.1993 -1.0564 -0.5327
*
```

Atom charges from the Löwdin analysis, given in e for atoms 1 to 8: 0.07, -0.12, -0.76, 0.07, 0.07, -0.04, -0.07, -0.11



Here is a cluster of 2 separate species, C5H11O5P in total in a non-equilibrium geometry from the Open Molecules 2025 dataset. Energies are from wB97M-V/def2-TZVPD.

The calculation puts the frontier orbital gap at 6.350 eV. The calculation puts the total energy at -914.71806 Eh. Its largest force on an atom is 5.17 eV/A.

```
! RIJCOSX wB97M-V def2-TZVPD def2/J DEFGRID3
* xyz -2 1
H -0.6126 2.5553 -0.7613
O 1.6641 -1.6002 -1.5978
H -2.3130 -0.0735 0.7654
C 0.2219 1.8627 -0.4552
H -2.0399 1.6239 1.0341
O 2.6154 -0.2311 0.3405
H 0.8604 1.8214 -1.4094
H 0.9893 2.1848 0.2692
H -1.7655 -0.8404 -1.0642
H -0.6700 -0.0160 -2.2695
H -1.1822 0.4148 2.0642
P 1.9066 -1.7830 -0.0938
C -1.3709 0.1793 -1.4759
C 0.4318 -1.5770 1.0991
H -2.2279 0.7261 -1.6921
O 2.8594 -2.8821 0.3561
C -1.4165 0.6819 1.0007
C -0.5262 0.5929 -0.1758
O -0.6604 -2.1714 0.8044
H 2.2856 -0.1333 1.1638
H 0.1851 -0.2499 -0.0572
O 0.7654 -1.0852 2.1546
*
```

Atom charges from the Löwdin analysis, given in e for atoms 1 to 8: 0.07, -0.44, 0.10, -0.12, 0.06, -0.23, 0.09, 0.07



Here is a structure of composition C5H11OP in a non-equilibrium geometry from the Open Molecules 2025 dataset. Energies are from wB97M-V/def2-TZVPD.

The calculation puts the frontier orbital gap at 9.632 eV. The calculation puts the total energy at -613.68287 Eh. Its largest force on an atom is 3.51 eV/A.

```
! RIJCOSX wB97M-V def2-TZVPD def2/J DEFGRID3
* xyz 0 1
H 2.0034 -2.0442 -0.1545
H 0.2932 -1.5465 1.4876
C 1.1633 -1.4178 -0.4610
C -0.0436 -1.6225 0.4513
H -0.4771 2.9028 0.1817
H -2.0934 2.2070 0.0524
H -0.9139 1.9346 -1.2329
H -1.4139 -0.5542 -0.8386
C -0.5491 0.8140 0.5638
H 0.9050 -1.6219 -1.4984
H -0.4730 -2.6165 0.3059
H 1.6164 0.9037 -1.5627
H -0.4211 0.9488 1.6309
C -1.0357 2.0314 -0.1544
C -1.1005 -0.5379 0.2067
O 2.8769 0.6250 0.4559
P 1.6345 0.3513 -0.2673
H -1.9715 -0.7572 0.8334
*
```

Atom charges from the Löwdin analysis, given in e for atoms 1 to 8: 0.09, 0.11, -0.31, -0.27, 0.07, 0.08, 0.07, 0.11



Here is a cluster of 2 separate species, C5H11P in total in a non-equilibrium geometry from the Open Molecules 2025 dataset. Energies are from wB97M-V/def2-TZVPD.

The calculation puts the frontier orbital gap at 9.521 eV. The calculation puts the total energy at -538.30217 Eh. Its largest force on an atom is 4.81 eV/A.

```
! RIJCOSX wB97M-V def2-TZVPD def2/J DEFGRID3
* xyz 0 1
H 2.7701 0.0298 -1.2972
H 0.2019 1.3734 0.6383
H 0.1260 0.4927 2.7117
P -1.8208 0.6313 -0.5182
C -0.5695 -0.5563 0.0398
H -1.6268 -0.2391 2.4580
H 0.3749 -1.4496 -2.1920
H 1.1030 1.1260 -1.5178
C -0.8941 0.5736 2.3038
H 1.8020 0.2043 -2.7517
H -1.5301 1.4187 2.7188
H 1.5635 -1.9023 -0.9734
C -0.5716 0.6324 0.8580
C 1.7923 0.2867 -1.7225
C 1.0071 -1.0665 -1.3915
H -0.9396 -1.4208 0.4927
H -2.7884 -0.1344 0.1431
*
```

Atom charges from the Löwdin analysis, given in e for atoms 1 to 8: 0.07, 0.09, 0.08, 0.88, -0.41, 0.07, 0.04, 0.06



Here is an isolated molecule of C5H11PS in a non-equilibrium geometry from the Open Molecules 2025 dataset. Energies are from wB97M-V/def2-TZVPD.

As for the SMILES: C=P[C@@H](CC)CS. The calculation puts the frontier orbital gap at 9.532 eV. The calculation puts the total energy at -936.55914 Eh. Its largest force on an atom is 3.43 eV/A.

```
! RIJCOSX wB97M-V def2-TZVPD def2/J DEFGRID3
* xyz 0 1
S 2.7414 -1.5091 0.1828
H -2.6912 -1.2953 -0.7236
H 0.6074 -2.1864 -0.3201
H 0.5064 0.0671 1.1027
H -1.1176 0.5090 -1.3842
H -1.7720 -1.5189 0.8013
C -1.1607 0.2511 -0.3009
H 2.5985 -2.7909 0.1847
C 1.2297 2.6999 0.5744
P 1.0739 1.6184 -0.6848
H -1.6421 1.2712 0.0639
H 1.6895 3.6193 0.3073
H -3.1269 -0.3088 0.4738
C 1.0232 -1.2671 -0.5162
C 0.2815 0.0252 0.0578
H 1.0489 -1.0890 -1.5470
H 0.9352 2.7355 1.6248
C -2.2253 -0.8312 0.1034
*
```

Atom charges from the Löwdin analysis, given in e for atoms 1 to 8: 0.68, 0.04, 0.02, 0.07, 0.08, 0.07, -0.34, -0.20



Here is a cluster of 2 separate species, C5H12 in total in a non-equilibrium geometry from the Open Molecules 2025 dataset. Energies are from wB97M-V/def2-TZVPD.

The calculation puts the frontier orbital gap (alpha / beta) at 2.687 / 9.740 eV. The calculation puts the total energy at -197.58805 Eh. Its largest force on an atom is 2.91 eV/A. The expectation value of S² is 0.750.

```
! RIJCOSX wB97M-V def2-TZVPD def2/J DEFGRID3
* xyz -1 2
H 0.5115 -1.6497 2.0586
C -0.4242 2.3118 -1.0241
H 1.1817 -0.5270 0.9407
H -0.8459 3.3136 -1.0068
C 1.7388 -2.7810 0.7732
H 2.2363 -1.1753 2.1768
C -1.4695 1.2323 -1.1166
H -3.0581 2.5513 -0.4163
H 0.9886 -3.0733 0.0619
H 2.0264 -3.5442 1.5083
H -3.5254 1.0515 -1.3762
H 2.6831 -2.6783 0.1842
H -1.1819 0.2729 -1.5257
H 0.0398 2.2545 -0.0220
H 0.4024 2.2255 -1.7328
C 1.4428 -1.4506 1.4659
C -2.7463 1.6661 -0.9491
*
```

Atom charges from the Löwdin analysis, given in e for atoms 1 to 8: 0.03, -0.28, 0.02, 0.04, -0.31, 0.03, -0.30, 0.03



Here is a structure of composition C5H12AuFO2 in a non-equilibrium geometry from the Open Molecules 2025 dataset. Energies are from wB97M-V/def2-TZVPD.

The calculation puts the frontier orbital gap (alpha / beta) at 10.301 / 6.249 eV. The calculation puts the total energy at -582.77926 Eh. Its largest force on an atom is 4.83 eV/A. The expectation value of S² is 2.009.

```
! RIJCOSX wB97M-V def2-TZVPD def2/J DEFGRID3
* xyz 2 3
H -2.2088 -2.3696 -0.7755
H -0.1622 -0.2278 2.0277
Au -1.7833 1.3096 0.7089
H -1.1119 -2.8672 0.5385
C -1.1713 -2.6546 -0.5412
H 1.3943 2.1454 0.7679
C 0.4824 -0.3248 1.1495
H -0.1752 2.3156 -1.8840
C 0.1844 2.7086 -0.9273
H 1.0751 -2.3359 0.4752
H 1.7703 1.2749 -0.7555
H -0.8989 -3.5565 -1.1009
F -0.9897 3.0086 -0.1638
H 1.6751 -1.1255 -0.6336
C 0.9666 1.6977 -0.1390
H -1.8089 -0.2028 1.4869
H 1.4549 -0.0501 1.5818
O 0.0425 0.6526 0.1966
O -0.2632 -1.6380 -0.9157
H 0.7361 3.6448 -1.0511
C 0.7917 -1.4049 -0.0453
*
```

Atom charges from the Löwdin analysis, given in e for atoms 1 to 8: 0.15, 0.10, 1.07, 0.13, 0.04, 0.16, -0.08, 0.15



Here is an isolated molecule of C5H12BN in a non-equilibrium geometry from the Open Molecules 2025 dataset. Energies are from wB97M-V/def2-TZVPD.

As for the SMILES: CCN(C)B1CC1. The calculation puts the frontier orbital gap at 9.210 eV. The calculation puts the total energy at -277.23950 Eh. Its largest force on an atom is 4.81 eV/A.

```
! RIJCOSX wB97M-V def2-TZVPD def2/J DEFGRID3
* xyz 0 1
H -1.1997 2.1833 0.1515
H -2.4994 -0.2052 -1.2881
C 2.1134 -1.0877 0.6246
H 2.2498 -1.2551 1.7224
H 3.2491 0.3855 -0.7985
H -1.9417 0.1156 1.2044
C -1.3806 -0.4674 0.5027
H 2.5191 -2.0295 0.0632
H 3.3222 0.9142 0.9068
H -3.3672 -0.9121 -0.0230
B 1.1810 0.0113 0.0635
H 0.1596 2.4034 -0.8366
N -0.0702 0.4908 -0.0741
C -2.3563 -0.9671 -0.5183
C 2.7884 0.2937 0.1925
H -0.9239 -1.3147 1.0304
H -1.1430 1.5616 -1.3882
H -2.1529 -1.8424 -0.9725
C -0.5476 1.7218 -0.5627
*
```

Atom charges from the Löwdin analysis, given in e for atoms 1 to 8: 0.09, 0.07, -0.10, 0.08, 0.06, 0.09, -0.10, 0.10



Here is an isolated molecule of C5H12BrNO in a non-equilibrium geometry from the Open Molecules 2025 dataset. Energies are from wB97M-V/def2-TZVPD.

As for the SMILES: CCCCOCNBr. The calculation puts the frontier orbital gap at 9.625 eV. The calculation puts the total energy at -2901.61935 Eh. Its largest force on an atom is 5.11 eV/A.

```
! RIJCOSX wB97M-V def2-TZVPD def2/J DEFGRID3
* xyz 0 1
H -0.5473 1.8975 -0.0236
H 1.3246 0.5073 -1.4651
N -3.1534 -0.8125 0.5467
H -2.6278 -0.3229 1.3506
H 0.8750 0.4828 1.5795
H 2.8167 -1.1797 -0.4452
H -1.2139 -1.6621 -0.1125
Br -4.5681 0.1486 0.0338
H 3.4799 -0.0098 0.7038
C -2.0338 -0.9953 -0.5292
C 0.6545 0.2425 0.5430
H -1.3162 0.8162 1.2256
H 0.6913 -0.9135 0.5814
H 1.8566 1.6626 -0.4519
C 2.9773 -0.1160 -0.2603
C 1.7175 0.6252 -0.5433
C -0.7520 0.8384 0.3619
H 3.7382 0.0220 -0.9477
O -1.4900 0.2519 -0.7824
H -2.4289 -1.4831 -1.3652
*
```

Atom charges from the Löwdin analysis, given in e for atoms 1 to 8: 0.15, 0.08, -0.58, 0.05, 0.11, 0.08, 0.13, 0.66



Here is a cluster of 2 separate species, C5H12Cl2Si in total in a non-equilibrium geometry from the Open Molecules 2025 dataset. Energies are from wB97M-V/def2-TZVPD.

As for the SMILES: C=[Si](Cl)C(C)(C)C.Cl. The calculation puts the frontier orbital gap at 8.772 eV. The calculation puts the total energy at -1407.58953 Eh. Its largest force on an atom is 2.25 eV/A.

```
! RIJCOSX wB97M-V def2-TZVPD def2/J DEFGRID3
* xyz 0 1
C 0.8785 0.0741 -0.1426
C 2.1594 0.9153 -0.0756
H 1.4237 -0.8325 -2.0324
H 2.0585 1.8416 -0.6385
Cl -0.4775 2.9894 0.1957
H -2.8965 0.8539 1.5762
H 1.3212 -1.0129 1.6847
H 0.4379 0.6182 -2.2064
H 0.2104 -1.8513 0.6030
Si -0.6393 1.0073 0.5640
C 1.0952 -1.2214 0.6406
H -2.1216 -0.7753 1.4490
H -0.3056 -0.8935 -1.6848
H 2.9918 0.3553 -0.5020
C 0.5877 -0.2776 -1.6063
Cl -5.0390 -0.9563 -0.2440
C -2.1414 0.2449 1.1044
H 2.4132 1.1627 0.9547
H -3.8859 -0.4613 0.1428
H 1.9292 -1.7805 0.2175
*
```

Atom charges from the Löwdin analysis, given in e for atoms 1 to 8: -0.71, -0.13, 0.09, 0.06, 0.36, -0.03, 0.08, 0.08



Here is a structure of composition C5H12Cl2Si in a non-equilibrium geometry from the Open Molecules 2025 dataset. Energies are from wB97M-V/def2-TZVPD.

The calculation puts the frontier orbital gap at 9.247 eV. The calculation puts the total energy at -1407.47757 Eh. Its largest force on an atom is 3.89 eV/A.

```
! RIJCOSX wB97M-V def2-TZVPD def2/J DEFGRID3
* xyz 0 1
H 0.7881 0.6841 -1.4653
H -2.0294 -0.0858 1.4889
H -1.7955 -1.5217 0.1760
H -1.3927 1.9337 1.0623
H 0.4364 1.9437 1.4845
H 0.5279 -1.0196 -1.7265
H -2.3149 0.2139 -0.1598
Cl 3.6085 1.4637 -0.0575
C 0.0931 -0.0654 -1.2495
C 3.3950 -0.2682 -0.0293
Si 1.3515 -0.7113 1.1552
H 3.4215 -0.7796 -0.9791
Cl 4.4966 -1.0595 1.1383
C -0.3412 1.5683 0.6876
H 1.9277 0.2103 2.1057
C -1.7273 -0.4079 0.4904
H -0.2006 2.3068 -0.1339
H 1.5651 -2.2193 1.4287
H -0.8430 0.2909 -1.8330
C -0.2470 0.0177 0.2601
*
```

Atom charges from the Löwdin analysis, given in e for atoms 1 to 8: 0.02, 0.07, 0.11, 0.10, 0.08, 0.10, 0.06, 0.48



Here is a structure of composition C5H12ClGaO2Zn in a non-equilibrium geometry from the Open Molecules 2025 dataset. Energies are from wB97M-V/def2-TZVPD.

The calculation puts the frontier orbital gap at 4.713 eV. The calculation puts the total energy at -4512.46423 Eh. Its largest force on an atom is 2.19 eV/A.

```
! RIJCOSX wB97M-V def2-TZVPD def2/J DEFGRID3
* xyz -2 1
H 1.9849 2.6067 -1.8707
H 1.4355 -2.2953 -0.8143
C -1.1234 1.0869 -1.8842
O 0.9213 -1.2230 2.6057
C 0.5299 -1.6859 -0.6119
Cl 0.8496 1.4670 0.6484
O -0.3566 0.5570 3.2126
H -1.9351 0.6727 -1.2880
H 1.2380 -0.1714 4.2778
C 2.0176 1.6032 -2.2948
H 3.0460 1.2953 -2.3069
H -1.0756 2.1776 -1.8076
H 1.7017 1.7217 -3.3157
H -2.5006 -1.8472 0.7011
H -2.5937 -0.4800 1.8530
H -0.3159 -2.2149 -1.1136
C 0.5895 -0.2316 3.4053
H -1.9120 -2.0173 2.3638
H -1.1688 0.7612 -2.9281
Zn 0.7498 0.3187 -1.3545
Ga -0.1204 -0.7817 1.0202
C -1.9617 -1.3197 1.5026
*
```

Atom charges from the Löwdin analysis, given in e for atoms 1 to 8: -0.07, -0.10, -0.30, -0.14, -0.35, 0.17, -0.11, -0.08